This record from OMol25 describes the molecule C12H15N3OS2 at a distorted geometry. The level of theory is ωB97M-V with the def2-TZVPD basis set.

Computed properties:
energy relative to the best compared isomer or geometry (same formula, charge and spin): 34.51 kJ/mol
Kohn-Sham gap: 7.7 eV
LUMO: -0.58 eV
E_tot: -1502.145444 Ha
SMILES string: CCN1C(=O)/C(=C/c2c(C)nn(C)c2C)SC1=S
HOMO level: -8.26 eV
net charge: 0

Each line ends with the Löwdin charge.
Geometry (Å):
C1 2.6811 -2.3060 -3.7823  -0.067
C2 1.7977 -1.0804 -4.0918  -0.207
N1 1.4253 -0.4286 -2.8481  -0.099
C3 0.3598 -0.8307 -2.0697  -0.450
O1 -0.3492 -1.7902 -2.4016  0.073
C4 0.3314 -0.2545 -0.7415  -0.394
C5 -0.7027 -0.4905 0.1395  0.012
C6 -0.8602 0.2076 1.4074  -0.164
C7 0.1003 0.3930 2.4619  -0.301
C8 1.5290 0.0070 2.5403  -0.063
N2 -0.4651 1.0082 3.4841  0.137
N3 -1.7426 1.2746 3.0698  -0.152
C9 -2.6426 2.1371 3.8043  -0.017
C10 -2.0258 0.7579 1.8352  -0.205
C11 -3.3601 0.7132 1.0818  0.008
S1 1.7236 0.8253 -0.5611  1.026
C12 2.2392 0.4857 -2.2076  -1.063
S2 3.6903 1.0258 -2.7851  0.645
H1 2.8679 -2.7881 -4.7574  0.082
H2 3.6161 -1.9573 -3.3563  0.050
H3 2.2097 -3.0175 -3.0500  0.094
H4 2.3588 -0.4072 -4.7258  0.091
H5 0.9055 -1.3812 -4.6056  0.114
H6 -1.5638 -1.0538 -0.2401  0.126
H7 1.7128 -0.8206 1.8694  0.065
H8 1.7636 -0.3490 3.5642  0.094
H9 2.1548 0.8516 2.2729  0.060
H10 -3.2554 2.7527 3.0936  0.104
H11 -3.2801 1.5346 4.3897  0.067
H12 -2.1240 2.8220 4.4914  0.094
H13 -3.3346 0.0135 0.2581  0.066
H14 -4.1855 0.4407 1.7707  0.092
H15 -3.5752 1.7049 0.6896  0.081

=====

This record from OMol25 describes H12Na6O14S2 as an isolated structure at a distorted geometry. The level of theory is ωB97M-V with the def2-TZVPD basis set.

Computed properties:
energy relative to the best compared isomer or geometry (same formula, charge and spin): 463.10 kJ/mol
Kohn-Sham gap: 2.1 eV
LUMO: -9.48 eV
E_tot: -2830.355830 Ha
HOMO level: -11.59 eV
net charge: +2

Each line ends with the Löwdin charge.
Geometry (Å):
Na1 -2.0239 -1.8083 -1.0852  0.579
Na2 1.9502 2.4713 -3.1744  0.770
Na3 1.6302 -2.8198 0.7688  0.640
Na4 -2.7312 1.3700 0.7082  0.690
Na5 0.5264 -3.6843 -1.9194  0.713
Na6 0.9572 -1.1274 -3.7158  0.720
S1 -5.0809 -0.8235 -0.5160  0.185
O1 -5.7434 -0.4813 -1.7531  -0.237
O2 -4.9075 -2.2446 -0.3323  -0.289
O3 -3.7641 -0.2046 -0.5600  -0.460
O4 -5.8607 -0.2592 0.5863  -0.241
S2 0.3707 -0.1617 -0.7652  0.353
O5 -0.8696 0.1900 -0.0649  -0.307
O6 0.3608 -1.6032 -1.0263  -0.438
O7 0.5856 0.5689 -2.0122  -0.356
O8 1.4748 0.2125 0.1102  -0.350
O9 -1.1699 -0.0268 2.6471  -0.009
H1 -1.5176 -0.9185 2.6591  0.062
H2 -0.7738 0.0647 1.7806  -0.032
O10 -0.5587 2.8379 -2.5092  -0.026
H3 -0.1887 1.9646 -2.3803  -0.059
H4 -1.3884 2.8198 -2.0323  0.058
O11 1.6066 -1.6334 2.8763  -0.041
H5 1.4261 -0.6934 2.8799  0.002
H6 2.4255 -1.7224 3.3638  0.078
O12 1.9484 1.0891 2.4757  -0.019
H7 1.6776 2.0072 2.4685  0.068
H8 1.7329 0.7685 1.5999  -0.041
O13 2.7059 2.2476 -0.5839  -0.025
H9 2.4027 3.0414 -0.1431  0.067
H10 2.0957 1.5672 -0.2994  -0.056
O14 3.7503 -1.0828 0.3183  -0.011
H11 3.0126 -0.4885 0.1811  -0.027
H12 3.9380 -1.4370 -0.5509  0.041